67
Properties=species:S:1:pos:R:3:nbo_charge:R:1 method="wB97M-V/def2-TZVPD" charge=-1 de_lowest_kcal_mol=52.38 multiplicity=3 gap_ev="2.26 / 6.11" e_tot_ha=-2418.706452
O 0.743 2.095 -2.197 -0.598
C 0.679 1.947 -3.415 0.320
C 1.500 2.706 -4.435 -0.158
C 2.201 3.855 -4.047 -0.204
H 2.233 4.077 -2.979 0.225
C 2.806 4.696 -4.990 -0.230
H 3.280 5.618 -4.648 0.198
C 2.792 4.333 -6.343 -0.274
H 3.212 4.995 -7.099 0.191
C 2.232 3.110 -6.738 -0.236
H 2.288 2.798 -7.784 0.196
C 1.598 2.304 -5.790 -0.211
H 1.167 1.360 -6.116 0.206
H 0.023 1.192 -3.894 0.114
C -2.299 1.086 -2.238 -0.710
C -2.000 -0.019 -1.293 -0.116
H -3.375 1.170 -2.399 0.175
H -1.823 0.883 -3.199 0.220
H -1.871 1.994 -1.810 0.248
C -2.807 -1.045 -0.992 -0.343
C -4.304 -1.056 -1.145 -0.640
H -2.348 -1.943 -0.589 0.196
H -4.621 -0.539 -2.065 0.198
H -4.826 -0.571 -0.298 0.186
H -4.679 -2.087 -1.210 0.189
Pt -0.211 0.195 -0.312 1.087
Cl -0.518 2.376 0.442 -0.650
Cl 0.299 -1.115 -2.366 -0.694
C -2.317 0.391 2.376 0.531
O -1.372 -0.296 1.898 -0.642
N -2.829 0.123 3.587 -0.430
C -2.335 -1.000 4.352 -0.422
C -3.931 0.877 4.162 -0.400
H -2.741 1.252 1.836 0.171
H -1.539 -1.476 3.793 0.259
H -3.127 -1.726 4.542 0.183
H -1.944 -0.659 5.313 0.186
H -4.175 1.728 3.506 0.219
H -3.630 1.255 5.157 0.190
H -4.825 0.232 4.262 0.187
H 0.037 -5.564 1.589 0.184
H 1.958 -5.883 -0.109 0.186
C -0.407 -4.883 0.853 -0.418
C 1.508 -5.094 -0.725 -0.399
N 0.646 -4.244 0.086 -0.431
H -0.983 -4.111 1.358 0.253
C 0.703 -2.914 -0.060 0.537
O -0.101 -2.109 0.487 -0.652
H 2.306 -4.478 -1.160 0.216
H 1.514 -2.582 -0.712 0.155
H -1.045 -5.478 0.186 0.191
H 0.940 -5.570 -1.541 0.195
N 3.458 -0.492 1.626 -0.558
C 2.529 -0.473 0.640 0.244
N 1.436 0.155 1.055 -0.493
C 1.674 0.644 2.353 0.089
C 0.943 1.379 3.294 -0.166
C 1.459 1.522 4.595 -0.249
C 2.740 1.072 4.940 -0.220
C 3.535 0.412 3.985 -0.277
C 2.956 0.206 2.722 0.169
H 4.373 -0.933 1.595 0.411
H 2.688 -0.839 -0.366 0.238
H 0.024 1.839 2.962 0.259
H 0.851 1.994 5.371 0.207
H 3.116 1.258 5.955 0.206
H 4.537 0.047 4.187 0.205

---

68
Properties=species:S:1:pos:R:3:nbo_charge:R:1 method="wB97M-V/def2-TZVPD" de_lowest_kcal_mol=0.00 multiplicity=1 gap_ev=5.58 e_tot_ha=-2532.462033
C -0.388 3.885 -2.686 -0.277
C -0.666 2.644 -2.053 0.223
N 0.188 2.176 -1.049 -0.743
C 1.132 2.999 -0.544 0.242
C 1.336 4.273 -1.072 -0.362
C 0.580 4.721 -2.164 -0.154
C -1.811 1.901 -2.449 -0.784
P -2.233 0.256 -1.888 0.763
La 0.168 -0.190 -0.148 2.002
P 2.884 0.923 0.383 0.747
C 1.930 2.535 0.668 -0.719
C 0.229 -2.864 -0.479 -0.498
C -0.800 -3.537 0.150 -0.267
C -0.737 -4.949 0.265 -0.218
C 0.365 -5.646 -0.244 -0.245
C 1.378 -4.943 -0.905 -0.221
C 1.283 -3.544 -1.057 -0.270
O -0.200 2.295 -6.590 -0.946
O -0.445 -2.707 -4.806 -0.943
H -0.948 4.151 -3.588 0.222
H 2.072 4.903 -0.585 0.208
H 0.771 5.709 -2.590 0.214
C -3.767 0.639 -0.929 -0.916
C -2.925 -0.582 -3.348 -0.919
H 2.692 3.284 0.942 0.237
H 1.236 2.336 1.518 0.266
H -0.525 1.545 -7.146 0.474
H -2.288 2.267 -3.391 0.221
C 3.485 0.480 2.025 -0.966
C 4.325 1.449 -0.552 -0.942
H -1.664 -3.015 0.573 0.205
H -1.546 -5.496 0.764 0.199
H 0.438 -6.738 -0.128 0.206
H 2.246 -5.472 -1.317 0.197
H 2.075 -3.048 -1.622 0.179
H 2.172 -1.343 -0.749 -0.045
H -0.583 -3.496 -5.360 0.476
H 0.473 -2.392 -4.981 0.472
H 0.778 2.280 -6.574 0.473
H 2.853 -0.967 -0.790 0.069
H -4.590 0.839 -1.635 0.226
H -3.993 -0.227 -0.296 0.223
H -3.558 1.511 -0.292 0.244
H -3.661 0.064 -3.835 0.226
H -2.127 -0.884 -4.033 0.260
H -3.423 -1.498 -3.011 0.234
H 5.069 1.909 0.120 0.238
H 4.753 0.542 -1.016 0.237
H 4.032 2.151 -1.352 0.263
H 4.494 0.914 2.151 0.234
H 2.801 0.810 2.833 0.298
H 3.569 -0.625 2.046 0.239
O -0.594 2.989 3.909 -0.889
S 0.036 1.704 3.830 2.285
O 1.436 1.619 4.180 -0.932
N -0.230 0.923 2.316 -0.920
C -1.108 -0.091 2.414 0.627
O -1.517 -0.720 1.355 -0.765
C -1.462 -0.427 3.791 -0.154
C -2.153 -1.556 4.265 -0.150
C -2.247 -1.736 5.634 -0.198
C -1.663 -0.830 6.535 -0.180
C -0.956 0.275 6.043 -0.203
C -0.882 0.468 4.674 -0.233
H -2.578 -2.242 3.531 0.243
H -2.785 -2.606 6.026 0.226
H -1.762 -0.989 7.614 0.229
H -0.465 0.995 6.700 0.237

---

71
Properties=species:S:1:pos:R:3:mulliken_charge:R:1 method="wB97M-V/def2-TZVPD" charge=+3 de_lowest_kcal_mol=0.00 multiplicity=3 gap_ev="7.93 / 5.71" e_tot_ha=-2260.551940
W 0.333 1.365 -0.574 2.029
C 0.009 -2.149 -0.359 -0.431
C -1.296 -1.742 0.246 -0.898
O -1.557 -0.367 -0.093 -0.158
C -2.741 0.072 0.607 -1.090
C -2.433 0.495 2.020 -0.527
O -1.467 1.537 1.979 0.011
C -1.172 2.052 3.273 -0.698
C 0.054 1.389 3.907 -0.702
O 1.242 1.300 0.820 -0.565
C 1.900 2.417 -1.578 -0.911
C 1.251 2.672 -2.920 -0.618
O 0.047 1.839 -2.897 -0.478
C -0.034 0.810 -3.882 -0.683
C 1.114 -0.147 -3.671 -0.726
O 1.233 -0.319 -2.254 0.020
C 2.262 -1.263 -1.925 -0.832
C 2.268 -1.377 -0.411 -0.704
O 0.945 -1.162 0.064 -0.289
H -0.061 -2.180 -1.448 0.230
H 0.301 -3.136 0.008 0.506
H -1.246 -1.846 1.331 0.423
H -2.107 -2.366 -0.136 0.391
H -3.469 -0.742 0.618 0.569
H -3.156 0.895 0.039 0.182
H -2.063 -0.345 2.618 0.412
H -3.361 0.845 2.485 0.508
H -2.029 1.881 3.930 0.341
H -1.031 3.130 3.182 0.410
H 0.214 0.402 3.475 0.407
H -0.083 1.285 4.981 0.643
H 2.781 1.776 -1.641 0.386
H 2.173 3.329 -1.050 0.512
H 1.872 2.424 -3.779 0.366
H 0.906 3.699 -3.034 0.405
H -0.017 1.238 -4.885 0.404
H -0.994 0.321 -3.718 0.359
H 2.057 0.240 -4.064 0.379
H 0.911 -1.109 -4.148 0.445
H 3.227 -0.914 -2.300 0.430
H 2.027 -2.213 -2.410 0.406
H 2.874 -0.599 0.050 0.249
H 2.645 -2.352 -0.096 0.547
O -1.863 2.114 -1.173 -0.860
C -1.516 3.243 -0.781 1.517
O -0.361 3.369 -0.242 -0.833
C -2.381 4.443 -0.966 0.028
C -1.933 5.713 -0.473 -0.522
C -2.656 6.868 -0.632 -1.077
C -3.863 6.727 -1.310 1.038
O -4.752 7.645 -1.613 -0.356
C -5.824 7.012 -2.322 -0.211
O -5.472 5.623 -2.400 -0.368
C -4.313 5.465 -1.801 0.600
C -3.572 4.296 -1.636 -0.576
H -0.977 5.740 0.033 0.583
H -2.322 7.828 -0.267 0.495
H -5.894 7.427 -3.328 0.309
H -6.751 7.123 -1.762 0.307
H -3.906 3.341 -2.017 0.646
S 1.628 2.267 3.679 -0.127
C 1.860 2.966 5.258 0.229
N 3.078 3.517 5.486 -0.021
C 3.384 4.101 6.666 0.036
C 2.446 4.122 7.656 -0.735
C 1.218 3.519 7.371 0.023
N 0.935 2.965 6.197 -0.396
H 3.788 3.469 4.764 0.269
H 4.378 4.516 6.759 0.452
H 2.651 4.573 8.615 0.417
H 0.431 3.484 8.115 0.473

---

64
Properties=species:S:1:pos:R:3:nbo_charge:R:1 method="wB97M-V/def2-TZVPD" smiles="O=C(CN1C(=O)COc2ccccc21)N(CCCN1CCOCC1)C[C@@H]1CC=CCC1" de_lowest_kcal_mol=37.45 multiplicity=1 gap_ev=9.11 e_tot_ha=-1399.562882
O -0.144 1.690 -2.665 -0.644
C 0.355 0.899 -1.883 0.691
N -0.377 0.032 -1.158 -0.447
C 0.155 -1.157 -0.521 -0.251
H 1.086 -0.943 0.002 0.243
H -0.571 -1.508 0.213 0.230
C 0.379 -2.303 -1.516 -0.404
H 1.208 -2.077 -2.189 0.204
H -0.514 -2.437 -2.128 0.198
C 0.695 -3.586 -0.746 -0.217
N -0.385 -3.921 0.167 -0.456
C -1.489 -4.605 -0.483 -0.253
C -2.631 -4.766 0.520 -0.071
O -2.222 -5.493 1.653 -0.521
C -1.128 -4.861 2.274 -0.072
C 0.050 -4.702 1.312 -0.246
H 0.860 -4.171 1.816 0.207
H 0.409 -5.702 1.012 0.168
H -0.852 -5.489 3.123 0.195
H -1.430 -3.867 2.637 0.164
H -3.459 -5.324 0.079 0.194
H -2.984 -3.769 0.825 0.162
H -1.835 -4.015 -1.333 0.203
H -1.185 -5.603 -0.849 0.170
H 0.904 -4.406 -1.452 0.176
H 1.596 -3.413 -0.153 0.204
C -1.820 0.065 -1.340 -0.216
H -2.015 0.409 -2.361 0.228
C -2.610 0.978 -0.385 -0.211
C -2.543 0.580 1.094 -0.402
C -1.221 0.919 1.783 -0.436
C -0.682 2.246 1.357 -0.210
C -1.136 2.920 0.316 -0.179
C -2.263 2.463 -0.554 -0.454
H -3.143 3.068 -0.313 0.212
H -2.009 2.665 -1.596 0.241
H -0.710 3.880 0.058 0.209
H 0.131 2.636 1.955 0.204
H -0.464 0.157 1.587 0.207
H -1.377 0.927 2.866 0.213
H -2.756 -0.487 1.200 0.202
H -3.340 1.125 1.607 0.208
H -3.653 0.844 -0.702 0.209
H -2.198 -0.955 -1.239 0.194
C 1.881 0.891 -1.692 -0.318
N 2.299 1.659 -0.531 -0.414
C 2.869 0.999 0.504 0.668
O 2.977 -0.215 0.542 -0.626
C 3.441 1.872 1.607 -0.153
H 3.438 1.308 2.543 0.225
O 2.734 3.063 1.843 -0.495
C 2.367 3.734 0.707 0.334
C 2.163 5.101 0.798 -0.258
C 1.769 5.819 -0.316 -0.213
C 1.587 5.166 -1.522 -0.221
C 1.773 3.798 -1.616 -0.219
C 2.156 3.061 -0.503 0.068
H 1.573 3.311 -2.555 0.245
H 1.281 5.717 -2.397 0.218
H 1.609 6.884 -0.240 0.217
H 2.312 5.577 1.754 0.226
H 4.489 2.095 1.339 0.194
H 2.322 1.333 -2.591 0.225
H 2.277 -0.116 -1.563 0.253

---

65
Properties=species:S:1:pos:R:3:nbo_charge:R:1 method="wB97M-V/def2-TZVPD" smiles="COc1ccc(-c2nc(CN3CCC(C(=O)NC[C@H]4CCCO4)CC3)c(C)o2)cc1OC" de_lowest_kcal_mol=52.34 multiplicity=1 gap_ev=8.24 e_tot_ha=-1474.799295
C 8.338 1.933 -0.837 -0.251
H 8.106 1.893 -1.907 0.175
O 7.184 2.143 -0.063 -0.480
C 6.192 1.214 -0.114 0.260
C 6.218 0.057 -0.876 -0.299
C 5.153 -0.829 -0.857 -0.183
C 4.043 -0.563 -0.069 -0.123
C 4.003 0.603 0.705 -0.278
C 5.060 1.489 0.693 0.333
O 5.120 2.644 1.408 -0.495
C 4.033 2.963 2.241 -0.252
H 3.876 2.199 3.009 0.178
H 4.296 3.906 2.718 0.200
H 3.110 3.091 1.667 0.176
H 3.124 0.770 1.303 0.243
C 2.919 -1.468 -0.023 0.481
N 1.827 -1.313 0.672 -0.493
C 1.063 -2.416 0.412 0.119
C 1.741 -3.218 -0.463 0.250
O 2.925 -2.614 -0.741 -0.409
C 1.400 -4.516 -1.092 -0.667
H 1.626 -4.489 -2.156 0.224
H 0.341 -4.703 -0.945 0.254
H 1.978 -5.324 -0.643 0.221
C -0.278 -2.620 1.033 -0.268
N -1.255 -3.006 0.025 -0.449
C -1.533 -1.962 -0.943 -0.221
C -2.413 -0.827 -0.400 -0.416
H -2.617 -0.117 -1.205 0.207
H -1.881 -0.299 0.394 0.211
C -3.723 -1.397 0.160 -0.318
C -3.404 -2.480 1.190 -0.408
C -2.489 -3.539 0.569 -0.213
H -3.017 -4.030 -0.257 0.186
H -2.239 -4.303 1.310 0.201
H -2.921 -2.018 2.052 0.220
H -4.327 -2.945 1.538 0.217
C -4.529 -0.268 0.792 0.699
O -4.552 -0.047 1.986 -0.639
N -5.226 0.466 -0.105 -0.621
H -5.072 0.336 -1.092 0.402
C -5.950 1.661 0.249 -0.240
H -6.060 1.673 1.335 0.238
H -6.937 1.632 -0.222 0.201
C -5.208 2.921 -0.215 0.091
C -3.841 3.128 0.476 -0.445
H -3.851 4.045 1.062 0.213
C -2.843 3.219 -0.685 -0.429
H -2.326 2.270 -0.824 0.206
C -3.758 3.500 -1.879 -0.064
H -3.962 4.578 -1.961 0.158
O -4.951 2.801 -1.608 -0.541
H -3.368 3.137 -2.831 0.192
H -2.102 4.002 -0.545 0.215
H -3.615 2.299 1.142 0.232
H -5.858 3.793 -0.041 0.170
H -4.302 -1.835 -0.662 0.204
H -2.038 -2.434 -1.792 0.189
H -0.581 -1.558 -1.293 0.213
H -0.537 -1.703 1.580 0.191
H -0.215 -3.438 1.758 0.211
H 5.186 -1.726 -1.454 0.222
H 7.071 -0.168 -1.495 0.221
H 8.859 1.015 -0.545 0.175
H 8.982 2.789 -0.641 0.201

---

66
Properties=species:S:1:pos:R:3:nbo_charge:R:1 method="wB97M-V/def2-TZVPD" smiles="COC(=O)c1cccc(S(=O)(=O)N2CCC(NC(=O)N[C@]34C[C@H]5C[C@H](C[C@H](C5)C3)C4)CC2)c1" de_lowest_kcal_mol=0.00 multiplicity=1 gap_ev=8.78 e_tot_ha=-1873.074828
C 2.013 -8.095 5.054 -0.259
H 0.957 -8.292 5.247 0.197
H 2.614 -8.340 5.926 0.197
H 2.328 -8.686 4.192 0.195
O 2.219 -6.711 4.806 -0.506
C 1.543 -6.198 3.771 0.765
O 0.805 -6.846 3.072 -0.585
C 1.807 -4.746 3.583 -0.095
C 2.781 -4.069 4.315 -0.160
C 2.998 -2.719 4.100 -0.220
C 2.244 -2.035 3.158 -0.158
C 1.279 -2.713 2.439 -0.334
C 1.052 -4.058 2.637 -0.158
H 0.293 -4.575 2.070 0.254
S 0.285 -1.853 1.218 2.333
O 0.821 -0.515 1.095 -0.969
O -1.096 -1.987 1.562 -0.924
N 0.592 -2.770 -0.127 -0.699
C -0.531 -3.196 -0.934 -0.229
C -0.960 -2.115 -1.933 -0.437
H -1.472 -2.585 -2.773 0.217
H -1.661 -1.431 -1.453 0.223
C 0.249 -1.293 -2.440 -0.042
N 0.403 -0.049 -1.723 -0.677
C -0.254 1.082 -2.142 0.801
O -0.738 1.188 -3.254 -0.684
N -0.232 2.070 -1.206 -0.651
H 0.092 1.825 -0.284 0.396
C -0.904 3.357 -1.347 0.167
C -2.412 3.162 -1.548 -0.423
C -3.093 4.524 -1.663 -0.221
C -2.518 5.281 -2.859 -0.399
C -1.017 5.483 -2.656 -0.221
C -0.330 4.123 -2.543 -0.421
H 0.746 4.250 -2.408 0.203
H -0.492 3.535 -3.446 0.241
C -0.775 6.286 -1.379 -0.399
C -1.351 5.524 -0.186 -0.217
C -0.666 4.163 -0.070 -0.408
H 0.408 4.297 0.083 0.207
H -1.065 3.617 0.789 0.204
C -2.853 5.325 -0.384 -0.399
H -3.349 6.296 -0.454 0.204
H -3.275 4.795 0.473 0.203
H -1.176 6.096 0.733 0.210
H 0.296 6.447 -1.236 0.203
H -1.253 7.265 -1.458 0.204
H -0.602 6.026 -3.512 0.210
H -3.014 6.250 -2.961 0.202
H -2.693 4.713 -3.774 0.210
H -4.170 4.379 -1.806 0.210
H -2.571 2.578 -2.456 0.236
H -2.822 2.602 -0.704 0.202
H 0.605 -0.121 -0.735 0.406
C 1.532 -2.120 -2.324 -0.422
C 1.810 -2.485 -0.859 -0.234
H 2.309 -1.659 -0.348 0.222
H 2.466 -3.364 -0.807 0.201
H 1.418 -3.026 -2.920 0.206
H 2.374 -1.553 -2.718 0.232
H 0.077 -1.005 -3.483 0.246
H -1.344 -3.427 -0.247 0.242
H -0.232 -4.113 -1.449 0.200
H 2.389 -0.983 2.970 0.244
H 3.754 -2.197 4.668 0.224
H 3.362 -4.609 5.046 0.234